{"formula": "C32H29BrN9O5V", "method": "wB97M-V/def2-TZVPD", "total_charge": -1, "multiplicity": 4, "de_lowest_ev": 0.000, "lumo_ev": [2.549, 2.313], "homo_ev": [-3.2, -5.3], "e_tot_ev": -153034.894, "mol_weight_g_mol": 750.5, "gap_ev": [5.760, 7.630], "elements": ["V", "O", "C", "C", "C", "C", "C", "C", "C", "O", "N", "N", "C", "C", "Br", "C", "C", "C", "C", "C", "C", "C", "H", "H", "H", "H", "H", "H", "H", "H", "H", "H", "H", "H", "H", "H", "C", "O", "C", "C", "C", "C", "C", "C", "N", "N", "C", "O", "C", "C", "C", "C", "C", "C", "C", "O", "H", "H", "H", "H", "H", "H", "H", "H", "H", "H", "H", "H", "N", "N", "N", "C", "N", "N", "H", "H", "H"], "positions_angstrom": [[-0.088, 0.081, 0.192], [4.948, -1.902, 0.037], [4.506, -2.003, -1.242], [5.338, -2.584, -2.192], [4.894, -2.731, -3.499], [3.621, -2.311, -3.863], [2.803, -1.707, -2.913], [3.244, -1.523, -1.612], [2.405, -0.784, -0.591], [1.206, -0.339, -1.115], [2.220, -1.677, 0.567], [1.179, -1.093, 1.355], [1.315, -1.236, 2.666], [0.361, -0.867, 3.602], [-1.367, -0.409, 2.860], [0.460, -0.783, 4.987], [1.662, -0.705, 5.771], [1.585, -0.950, 7.160], [2.698, -0.875, 7.973], [3.942, -0.544, 7.443], [4.038, -0.275, 6.083], [2.928, -0.352, 5.260], [4.157, -1.783, 0.607], [6.317, -2.932, -1.886], [5.546, -3.190, -4.233], [3.271, -2.436, -4.879], [1.821, -1.332, -3.169], [2.989, 0.073, -0.214], [1.847, -2.552, 0.196], [2.225, -1.700, 3.036], [-0.470, -0.770, 5.543], [0.623, -1.209, 7.586], [2.597, -1.076, 9.034], [4.815, -0.486, 8.080], [4.991, 0.011, 5.656], [3.029, -0.092, 4.216], [1.207, 2.688, 3.496], [1.695, 3.620, 2.528], [0.860, 3.962, 1.501], [0.767, 5.299, 1.178], [-0.023, 5.735, 0.113], [-0.731, 4.809, -0.615], [-0.644, 3.442, -0.319], [-1.405, 2.521, -1.133], [-1.324, 1.247, -1.047], [-2.183, 0.512, -1.857], [-2.197, -0.718, -1.430], [-1.538, -1.140, -0.398], [-3.044, -1.704, -2.154], [-3.779, -1.338, -3.279], [-4.557, -2.275, -3.937], [-4.609, -3.587, -3.478], [-3.878, -3.954, -2.358], [-3.097, -3.016, -1.698], [0.170, 2.988, 0.739], [0.304, 1.722, 1.057], [1.724, 2.919, 4.427], [1.413, 1.662, 3.200], [0.130, 2.800, 3.639], [1.331, 6.000, 1.781], [-0.081, 6.789, -0.126], [-1.361, 5.121, -1.440], [-2.109, 2.935, -1.857], [-3.726, -0.314, -3.623], [-5.125, -1.985, -4.811], [-5.218, -4.318, -3.994], [-3.915, -4.975, -1.997], [-2.519, -3.282, -0.823], [4.604, 0.969, -3.595], [3.391, 1.517, -3.190], [2.301, 1.426, -3.910], [1.455, 2.127, -3.161], [2.033, 2.636, -2.067], [3.277, 2.222, -2.095], [5.252, 1.193, -2.846], [4.480, -0.043, -3.612], [0.414, 2.248, -3.403]], "mulliken_charge": [0.148, -0.694, 0.165, -0.653, -0.358, -0.878, -0.312, 0.879, 0.559, -1.066, -0.500, 0.555, -0.468, 0.153, -0.197, -1.276, 1.016, -0.673, -0.465, -0.432, -0.757, -0.200, 0.473, 0.455, 0.346, 0.353, 0.342, 0.189, 0.213, 0.685, 0.233, 0.330, 0.351, 0.359, 0.368, 0.345, -0.510, -0.540, 0.011, -0.543, -0.745, -0.927, 0.999, -1.002, 1.043, -1.070, 0.770, -0.783, 0.304, -0.238, -0.610, -0.352, -0.662, -0.363, 0.884, -0.368, 0.311, 0.059, 0.297, 0.449, 0.364, 0.367, 0.259, 0.426, 0.375, 0.366, 0.384, 0.434, -0.728, 1.318, -0.819, -0.127, 0.048, -0.974, 0.372, 0.377, 0.556]}